Below is a 5-piece molecular cluster, C15H40O5 overall, with properties calculated with ωB97M-V/def2-TZVPD.

Each line ends with the Mulliken charge.
Element x y z (Å)
C -1.16 3.49 -2.36  -1.087
C -1.31 4.23 -3.69  0.628
C -2.33 5.36 -3.58  -1.399
O -0.07 4.73 -4.16  -0.557
H -2.14 3.22 -1.98  0.228
H -0.65 4.12 -1.63  0.533
H -0.62 2.55 -2.48  0.232
H -1.64 3.49 -4.43  0.039
H -2.09 5.96 -2.70  0.298
H -3.35 4.99 -3.47  0.347
H -2.27 5.99 -4.46  0.373
H 0.39 5.14 -3.42  0.352
C -1.12 -0.17 0.54  -0.860
C 0.27 0.37 0.69  0.645
C 0.31 1.79 1.20  -1.186
O 0.98 -0.41 1.67  -0.340
H -1.63 0.15 -0.38  -0.073
H -1.75 0.09 1.38  0.376
H -1.08 -1.26 0.41  0.362
H 0.83 0.28 -0.25  0.188
H -0.34 1.90 2.06  0.337
H 0.01 2.48 0.40  0.053
H 1.33 2.09 1.44  0.384
H 0.97 -1.36 1.51  0.108
C 2.11 -4.40 -0.58  -1.315
C 1.70 -4.30 0.88  0.792
C 2.34 -5.39 1.72  -1.624
O 2.11 -3.00 1.38  -0.549
H 1.76 -3.53 -1.14  0.320
H 1.71 -5.32 -1.01  0.391
H 3.20 -4.43 -0.65  0.288
H 0.62 -4.34 1.00  0.160
H 3.43 -5.36 1.67  0.409
H 2.05 -6.38 1.38  0.418
H 2.03 -5.28 2.77  0.396
H 2.79 -3.12 2.05  0.248
C 1.03 -1.36 5.31  -1.131
C 1.79 -0.08 4.93  0.827
C 2.57 0.48 6.10  -1.471
O 2.71 -0.32 3.88  -0.574
H 0.02 -1.13 5.67  0.328
H 1.52 -1.94 6.10  0.318
H 0.93 -2.02 4.45  0.247
H 1.03 0.65 4.63  0.076
H 3.17 1.33 5.75  0.360
H 3.23 -0.27 6.53  0.335
H 1.91 0.83 6.90  0.377
H 2.19 -0.38 3.07  0.420
C -3.42 0.34 -2.96  -1.134
C -2.45 0.19 -4.11  0.886
C -1.12 -0.41 -3.76  -0.990
O -3.06 -0.69 -5.10  -0.583
H -3.70 -0.65 -2.59  0.320
H -4.31 0.86 -3.32  0.373
H -3.03 0.93 -2.13  0.047
H -2.33 1.16 -4.60  -0.023
H -0.36 -0.10 -4.48  0.313
H -1.17 -1.50 -3.75  0.413
H -0.80 -0.06 -2.78  0.019
H -3.79 -0.22 -5.51  0.329

Structure (SMILES): CC(C)O.CC(C)O.CC(C)O.CC(C)O.CC(C)O
Gap between HOMO and LUMO in eV: 10.21
Net charge: 0



Below is a 6-piece molecular cluster, C15H41NO6 overall, with properties calculated with ωB97M-V/def2-TZVPD.

Each line ends with the Mulliken charge.
Element x y z (Å)
C 3.89 -1.49 0.55  -1.631
C 4.25 -0.17 -0.21  1.856
C 4.29 0.89 0.88  -2.010
C 5.62 -0.22 -0.83  -1.199
C 5.66 -1.03 -2.13  -0.779
C 4.56 -0.58 -3.07  -1.322
C 3.16 -0.55 -2.44  1.830
C 2.27 0.22 -3.44  -1.955
C 2.58 -1.96 -2.31  -1.411
N 3.21 0.20 -1.18  -0.088
O 1.93 0.28 -0.56  -0.066
H 2.81 -1.57 0.67  0.147
H 4.21 -2.35 -0.05  0.348
H 4.33 -1.57 1.54  0.462
H 4.20 1.93 0.55  0.449
H 3.51 0.83 1.64  0.343
H 5.16 0.72 1.52  0.456
H 6.10 0.73 -1.04  0.422
H 6.31 -0.79 -0.20  0.344
H 6.67 -0.93 -2.53  0.414
H 5.68 -2.12 -1.97  0.365
H 4.50 -1.13 -4.01  0.450
H 4.80 0.44 -3.41  0.410
H 1.25 0.38 -3.11  0.285
H 2.32 -0.23 -4.43  0.447
H 2.68 1.23 -3.54  0.464
H 3.28 -2.72 -1.97  0.287
H 2.09 -2.33 -3.21  0.473
H 1.74 -1.91 -1.61  -0.009
H 1.81 1.24 -0.58  0.262
C -4.84 1.04 3.60  -1.160
C -6.31 1.36 3.73  0.470
C -7.01 1.04 2.41  -1.393
O -6.87 0.58 4.78  -0.559
H -4.60 -0.03 3.54  0.247
H -4.41 1.29 4.58  0.342
H -4.36 1.57 2.78  0.381
H -6.51 2.42 3.93  0.282
H -8.07 1.31 2.43  0.339
H -6.80 -0.01 2.14  0.385
H -6.59 1.58 1.56  0.354
H -7.21 -0.24 4.42  0.335
C -2.50 -1.02 1.60  -1.452
C -1.38 -0.83 0.58  0.498
C -1.31 -2.00 -0.40  -1.447
O -1.61 0.41 -0.10  -0.101
H -2.45 -2.00 2.09  0.425
H -3.48 -0.78 1.19  0.277
H -2.35 -0.37 2.47  0.325
H -0.49 -0.74 1.20  0.292
H -1.14 -2.96 0.09  0.425
H -0.55 -1.91 -1.17  0.231
H -2.28 -2.06 -0.88  0.400
H -2.40 0.25 -0.66  0.212
O -1.35 3.02 -1.88  -0.674
H -1.58 2.09 -1.76  0.312
H -1.40 3.39 -1.00  0.314
O -0.94 2.49 1.65  -0.704
H -0.47 2.07 2.38  0.306
H -1.17 1.76 1.04  0.313
O -3.83 0.62 -1.73  -0.521
H -4.76 0.62 -1.47  0.241
H -3.84 0.65 -2.70  0.264

Structure (SMILES): CC1(C)CCCC(C)(C)N1O.CC(C)O.CC(C)O.O.O.O
Gap between HOMO and LUMO in eV: 8.50
Net charge: 0



Below is C15H41O6V as an isolated structure, with properties calculated with ωB97M-V/def2-TZVPD.

Each line ends with the Mulliken charge.
Element x y z (Å)
V -13.20 -23.67 4.24  0.879
O -11.98 -24.36 2.72  -0.742
H -11.96 -24.32 1.77  0.040
C -14.01 -20.23 1.73  -1.499
C -12.97 -21.17 2.35  0.967
C -11.56 -20.63 2.50  -1.220
O -13.45 -21.50 3.70  -0.215
H -13.73 -19.97 0.71  0.389
H -14.03 -19.29 2.30  0.443
H -15.00 -20.68 1.73  0.354
H -12.99 -22.11 1.80  -0.191
H -11.41 -19.86 3.25  0.285
H -11.13 -20.39 1.52  0.421
H -10.91 -21.45 2.82  0.182
H -13.90 -20.73 4.04  0.212
C -12.57 -28.02 5.67  -1.692
C -12.12 -26.56 5.66  0.675
C -10.69 -26.47 5.11  -0.938
O -13.06 -25.82 4.86  -0.250
H -12.10 -28.51 6.53  0.431
H -12.31 -28.59 4.78  0.397
H -13.64 -28.16 5.86  0.388
H -12.10 -26.18 6.68  0.240
H -10.14 -27.41 5.12  0.430
H -10.12 -25.75 5.69  -0.048
H -10.76 -26.18 4.06  0.192
H -12.99 -26.16 3.95  0.240
C -10.04 -23.46 7.39  -1.341
C -10.87 -22.50 6.55  0.723
C -10.09 -21.28 6.07  -1.252
O -11.33 -23.22 5.37  0.242
H -10.70 -24.33 7.49  0.239
H -10.00 -23.10 8.42  0.454
H -9.11 -23.76 6.93  0.354
H -11.74 -22.12 7.08  -0.164
H -10.81 -20.46 5.95  0.287
H -9.56 -21.42 5.12  0.301
H -9.31 -20.96 6.77  0.392
H -10.57 -23.38 4.80  0.186
C -17.13 -25.02 2.39  -1.489
C -15.63 -24.82 2.18  0.688
C -15.25 -24.54 0.74  -1.300
O -15.19 -23.75 3.05  -0.234
H -17.45 -25.95 1.92  0.450
H -17.72 -24.21 1.94  0.384
H -17.39 -25.14 3.44  0.296
H -15.16 -25.73 2.56  0.057
H -15.71 -23.60 0.40  0.306
H -15.66 -25.29 0.06  0.466
H -14.17 -24.47 0.62  0.194
H -15.78 -23.00 2.89  0.189
C -14.51 -23.31 8.30  -1.443
C -14.82 -24.05 6.97  1.426
C -16.23 -24.50 6.91  -1.488
O -14.52 -23.11 5.91  -0.283
H -15.32 -22.62 8.54  0.418
H -13.58 -22.76 8.24  0.279
H -14.42 -24.00 9.14  0.412
H -14.14 -24.89 6.92  -0.367
H -16.35 -25.08 5.98  0.243
H -16.99 -23.71 6.88  0.355
H -16.56 -25.12 7.74  0.431
H -14.79 -22.21 6.10  0.218

Gap between HOMO and LUMO (spin up / spin down) in eV: 7.69 / 9.42
Spin multiplicity: 4
Net charge: +1